Record 1
The following is a DFT calculation (ωB97M-V/def2-TZVPD) of C2H7FN3 as an isolated structure.

## Properties
HOMO level	-0.5159	hartree
multiplicity	1
energy relative to the best compared isomer or geometry (same formula, charge and spin)	1.559	eV
Kohn-Sham gap	10.028	eV
total charge	+1

Positions of all 13 atoms, in Å:
C (0.673, 0.390, -0.342)
C (-2.371, 0.341, 0.408)
N (0.867, 1.430, -0.941)
N (-0.502, 0.019, 0.239)
N (1.865, -0.812, -0.022)
F (-2.845, -0.054, -0.752)
H (-2.357, -0.338, 1.215)
H (-2.656, 1.347, 0.515)
H (1.881, 1.637, -1.174)
H (-0.575, -0.915, 0.545)
H (1.250, -1.717, 0.037)
H (2.674, -0.784, -0.634)
H (2.094, -0.543, 0.905)

Löwdin atomic charge list, values in e, 4 entries:
1. C -0.439
2. C 0.063
3. N 0.168
4. N 0.069

Record 2
The following is a DFT calculation (ωB97M-V/def2-TZVPD) of C2H7I2N2O as an isolated structure.

## Properties
HOMO level	-0.4762	hartree
multiplicity	1
energy relative to the best compared isomer or geometry (same formula, charge and spin)	2.367	eV
Kohn-Sham gap	8.794	eV
total charge	+1

Positions of all 14 atoms, in Å:
C (1.062, -0.352, -1.466)
C (0.646, 0.040, 1.672)
N (0.463, 0.112, 0.287)
N (-0.306, 0.314, 2.516)
O (1.728, -0.515, 2.040)
I (-4.534, 1.940, -0.888)
I (-1.429, 0.875, -0.300)
H (0.270, -1.099, -1.790)
H (1.210, 0.683, -1.902)
H (1.899, -0.816, -1.220)
H (-4.637, 1.839, 0.698)
H (-0.445, 0.102, 3.505)
H (-1.182, 0.751, 2.191)
H (2.340, -0.917, 1.297)

Löwdin atomic charge list, values in e, 4 entries:
1. C 0.092
2. C -0.609
3. N -0.390
4. N 0.171

Record 3
The following is a DFT calculation (ωB97M-V/def2-TZVPD) of C2H7INO as an isolated structure.

## Properties
HOMO level	-0.5015	hartree
multiplicity	1
energy relative to the best compared isomer or geometry (same formula, charge and spin)	1.900	eV
Kohn-Sham gap	8.727	eV
total charge	+1

Positions of all 12 atoms, in Å:
C (-1.697, -0.760, -0.309)
C (2.378, 0.311, 0.419)
N (-2.722, -0.011, -0.006)
O (1.978, 1.129, -0.556)
I (0.547, -0.665, 1.302)
H (-0.971, -0.354, -1.070)
H (-1.589, -1.798, -0.205)
H (3.133, -0.499, 0.319)
H (-3.592, -0.076, 0.488)
H (-2.386, 0.952, -0.147)
H (2.762, 0.815, 1.268)
H (2.158, 0.955, -1.504)

Löwdin atomic charge list, values in e, 4 entries:
1. C -0.181
2. C -0.560
3. N 0.143
4. O -0.099

Record 4
The following is a DFT calculation (ωB97M-V/def2-TZVPD) of C2H7INO as an isolated structure.

## Properties
HOMO level (spin up / spin down)	-0.4008 / -0.5151	hartree
multiplicity	3
<S²>	2.007
energy relative to the best compared isomer or geometry (same formula, charge and spin)	0.000	eV
Kohn-Sham gap (spin up / spin down)	7.558 / 6.500	eV
total charge	+1

Positions of all 12 atoms, in Å:
C (0.194, 0.109, 0.650)
C (0.530, 1.215, -0.309)
N (-0.875, -0.656, 0.037)
O (0.800, 0.724, -1.534)
I (-1.849, 2.289, -0.350)
H (1.116, -0.474, 0.804)
H (0.118, 0.307, 1.673)
H (1.114, 2.169, -0.029)
H (-1.785, 0.018, -0.175)
H (-1.103, -1.445, 0.626)
H (-0.603, -1.053, -0.808)
H (1.294, 1.321, -2.252)

Löwdin atomic charge list, values in e, 4 entries:
1. C -0.246
2. C -0.542
3. N 0.105
4. O -0.056

Record 5
The following is a DFT calculation (ωB97M-V/def2-TZVPD) of a 2-piece molecular cluster, C2H7N overall.

## Properties
SMILES	C=N.C
HOMO level	-0.3409	hartree
multiplicity	1
energy relative to the best compared isomer or geometry (same formula, charge and spin)	3.385	eV
Kohn-Sham gap	9.486	eV

Positions of all 10 atoms, in Å:
C (-1.020, 0.863, 1.851)
N (-0.513, 0.010, 1.009)
H (-0.398, 1.439, 2.557)
H (-1.948, 0.645, 2.416)
H (-0.878, -0.681, 1.716)
C (0.920, -0.406, -1.909)
H (1.287, 0.354, -1.233)
H (-0.156, -0.465, -2.005)
H (1.346, -0.442, -2.911)
H (1.360, -1.317, -1.492)

Löwdin atomic charge list, values in e, 4 entries:
1. C -0.143
2. N 0.005
3. H 0.074
4. H 0.054

Record 6
The following is a DFT calculation (ωB97M-V/def2-TZVPD) of a 2-piece molecular cluster, C2H7N2 overall.

## Properties
HOMO level	-0.5022	hartree
multiplicity	1
energy relative to the best compared isomer or geometry (same formula, charge and spin)	6.955	eV
Kohn-Sham gap	4.633	eV
total charge	+1

Positions of all 11 atoms, in Å:
C (-0.997, 0.539, -0.838)
C (-0.386, 0.246, 0.314)
N (2.109, -2.049, 0.941)
N (-1.923, 1.656, -1.058)
H (-0.726, 0.039, -1.767)
H (-0.278, 1.000, 1.091)
H (1.389, -1.279, 0.796)
H (2.159, -2.595, 1.893)
H (3.056, -1.621, 0.885)
H (-2.466, 1.598, -1.842)
H (-1.935, 2.465, -0.414)

Löwdin atomic charge list, values in e, 4 entries:
1. C -0.102
2. C 0.323
3. N 0.018
4. N 0.196

Record 7
The following is a DFT calculation (ωB97M-V/def2-TZVPD) of a 2-piece molecular cluster, C2H7N2 overall.

## Properties
HOMO level (spin up / spin down)	-0.5234 / -0.4736	hartree
multiplicity	1
energy relative to the best compared isomer or geometry (same formula, charge and spin)	5.033	eV
Kohn-Sham gap (spin up / spin down)	9.262 / 8.641	eV
total charge	+1

Positions of all 11 atoms, in Å:
C (-0.172, -0.484, 0.718)
C (0.174, 1.254, -0.877)
N (-0.610, -1.539, 1.315)
N (-0.380, 0.054, -0.510)
H (0.383, 0.330, 1.247)
H (0.625, 1.809, -0.064)
H (-0.309, 1.680, -1.681)
H (2.466, 1.655, -1.935)
H (-0.185, -1.935, 2.155)
H (-1.095, -2.302, 0.869)
H (-0.897, -0.523, -1.235)

Löwdin atomic charge list, values in e, 4 entries:
1. C -0.126
2. C 0.000
3. N 0.204
4. N 0.003

Record 8
The following is a DFT calculation (ωB97M-V/def2-TZVPD) of a 2-piece molecular cluster, C2H7N2O overall.

## Properties
HOMO level	-0.5308	hartree
multiplicity	1
energy relative to the best compared isomer or geometry (same formula, charge and spin)	1.100	eV
Kohn-Sham gap	9.245	eV
total charge	+1

Positions of all 12 atoms, in Å:
C (-1.461, 2.508, -0.674)
N (-0.742, 1.551, -1.240)
H (-1.679, 3.352, -1.278)
H (-1.530, 2.623, 0.415)
H (-0.387, 0.741, -0.688)
H (-0.513, 1.689, -2.271)
C (0.683, -1.561, 0.273)
N (1.166, -2.129, 1.453)
O (0.244, -0.400, 0.213)
H (1.071, -2.216, -0.579)
H (1.205, -1.569, 2.291)
H (1.586, -3.053, 1.325)

Löwdin atomic charge list, values in e, 4 entries:
1. C 0.179
2. N 0.180
3. H 0.098
4. H 0.129

Record 9
The following is a DFT calculation (ωB97M-V/def2-TZVPD) of a 2-piece molecular cluster, C2H7N2O2 overall.

## Properties
HOMO level	-0.1510	hartree
multiplicity	1
energy relative to the best compared isomer or geometry (same formula, charge and spin)	0.000	eV
Kohn-Sham gap	8.499	eV
total charge	-1

Positions of all 13 atoms, in Å:
N (0.788, 1.214, -2.727)
C (0.493, 0.549, -1.505)
O (0.224, 1.337, -0.553)
O (0.524, -0.694, -1.504)
H (0.596, 0.698, -3.565)
H (0.559, 2.189, -2.687)
C (-0.409, -1.340, 1.739)
N (-0.303, 0.075, 2.088)
H (-0.973, -1.525, 0.821)
H (-0.864, -1.869, 2.585)
H (0.603, -1.705, 1.553)
H (-0.056, 0.677, 1.282)
H (-1.183, 0.396, 2.470)

Löwdin atomic charge list, values in e, 4 entries:
1. N 0.073
2. C -0.851
3. O -0.125
4. O -0.087

Record 10
The following is a DFT calculation (ωB97M-V/def2-TZVPD) of a 2-piece molecular cluster, C2H7N2O3S overall.

## Properties
HOMO level	-0.1545	hartree
multiplicity	1
energy relative to the best compared isomer or geometry (same formula, charge and spin)	0.791	eV
Kohn-Sham gap	7.981	eV
total charge	-1

Positions of all 15 atoms, in Å:
C (2.172, 1.093, -0.104)
C (0.817, 0.474, -0.276)
N (-0.537, -1.238, 0.678)
N (0.607, -0.444, 0.591)
O (-2.733, 0.424, 0.929)
O (-4.120, -1.519, -0.253)
O (-4.884, 0.978, -0.184)
S (-3.614, 0.157, -0.262)
H (2.100, 1.440, 0.848)
H (2.240, 1.974, -0.755)
H (2.924, 0.376, -0.226)
H (0.159, 0.895, -1.066)
H (-0.636, -1.565, 1.601)
H (-1.456, -0.961, 0.311)
H (-5.046, -1.507, 0.095)

Löwdin atomic charge list, values in e, 4 entries:
1. C -0.116
2. C -0.248
3. N 0.001
4. N -0.058

Record 11
The following is a DFT calculation (ωB97M-V/def2-TZVPD) of a 2-piece molecular cluster, C2H7N2O3S overall.

## Properties
HOMO level (spin up / spin down)	-0.1262 / -0.1268	hartree
multiplicity	1
energy relative to the best compared isomer or geometry (same formula, charge and spin)	1.904	eV
Kohn-Sham gap (spin up / spin down)	7.309 / 7.338	eV
total charge	-1

Positions of all 15 atoms, in Å:
C (-0.590, 1.316, 0.560)
C (0.027, 0.096, -0.135)
N (-0.042, -2.209, -0.617)
N (-0.702, -1.132, 0.019)
O (3.099, -0.034, 1.457)
O (3.196, 1.218, -0.618)
O (2.864, -1.253, -0.691)
S (2.657, 0.054, 0.043)
H (-0.053, 2.366, 0.338)
H (-0.315, 1.169, 1.669)
H (-1.650, 1.466, 0.328)
H (0.352, 0.224, -1.143)
H (1.001, -2.106, -0.474)
H (-0.003, -2.026, -1.614)
H (-0.884, -1.515, 0.957)

Löwdin atomic charge list, values in e, 4 entries:
1. C -0.137
2. C -0.283
3. N -0.051
4. N -0.153

Record 12
The following is a DFT calculation (ωB97M-V/def2-TZVPD) of an isolated ion of composition C2H7N2O4S2 and charge -1.

## Properties
HOMO level	-0.1305	hartree
multiplicity	1
energy relative to the best compared isomer or geometry (same formula, charge and spin)	1.745	eV
Kohn-Sham gap	7.086	eV
total charge	-1

Positions of all 17 atoms, in Å:
C (0.532, 1.084, -0.437)
C (0.359, 0.086, 0.552)
N (-0.141, 2.166, -0.482)
N (1.576, -0.287, 1.104)
O (-2.190, -1.129, 0.109)
O (-0.283, -2.585, 0.647)
O (-2.363, 1.316, 0.806)
O (1.134, -1.728, -1.210)
S (-2.723, 0.280, -0.405)
S (-0.462, -1.595, -0.447)
H (1.104, 0.736, -1.313)
H (-0.535, 0.316, 1.130)
H (-1.682, 1.898, 0.498)
H (-0.001, 2.620, -1.423)
H (2.256, 0.075, 0.453)
H (1.866, -2.004, -0.656)
H (1.554, -1.251, 1.074)

Löwdin atomic charge list, values in e, 4 entries:
1. C -0.306
2. C -0.441
3. N 0.058
4. N 0.049